P:
{
  "formula": "C2H3NO2",
  "method": "ωB97M-V/def2-TZVPD",
  "homo_ev": -10.220,
  "gap_ev": 11.07,
  "species": ["C", "C", "N", "O", "O", "H", "H", "H"],
  "xyz": [[0.103, 1.475, 1.173], [0.237, -2.272, -1.926], [0.239, 0.570, 0.310], [-0.477, -0.593, 0.534], [0.052, -1.783, -2.925], [-0.528, 1.383, 2.052], [0.651, 2.383, 1.007], [-0.277, -1.163, -0.226]],
  "mulliken_charge": [-0.283, 0.069, -0.338, -0.229, -0.118, 0.293, 0.268, 0.338]
}

---

Q:
{
  "formula": "C2H3NO2",
  "method": "ωB97M-V/def2-TZVPD",
  "homo_ev": [-9.488, -9.913],
  "gap_ev": [9.33, 8.53],
  "species": ["C", "C", "N", "O", "O", "H", "H", "H"],
  "xyz": [[-0.469, -0.444, -0.159], [0.166, -0.640, 1.059], [0.364, 0.759, -0.318], [-1.204, -0.169, 0.946], [1.104, 0.417, 0.884], [-1.134, 0.638, -2.912], [0.333, -1.463, 1.758], [0.839, 0.900, -1.257]],
  "mulliken_charge": [0.296, -0.149, -0.181, -0.343, -0.273, 0.031, 0.355, 0.264]
}

---

R:
{
  "formula": "C2H3NO2",
  "method": "ωB97M-V/def2-TZVPD",
  "homo_ev": -10.340,
  "smiles": "NC(=O)C=O",
  "gap_ev": 9.45,
  "species": ["N", "C", "O", "C", "O", "H", "H", "H"],
  "xyz": [[1.641, -0.478, -0.119], [0.349, 0.118, 0.072], [0.192, 1.370, 0.049], [-0.773, -0.740, 0.196], [-1.763, -0.086, -0.152], [2.369, 0.197, -0.066], [1.724, -1.623, 0.058], [-0.465, -1.766, 0.064]],
  "mulliken_charge": [-0.479, 0.687, -0.559, -0.020, -0.362, 0.252, 0.259, 0.223]
}

---

Most stable: R

---

P:
{
  "formula": "C2H3NO2",
  "method": "ωB97M-V/def2-TZVPD",
  "homo_ev": [-7.256, -7.285],
  "gap_ev": [7.24, 7.28],
  "species": ["C", "C", "N", "O", "O", "H", "H", "H"],
  "xyz": [[1.258, -0.972, 0.580], [0.164, -0.113, 0.726], [2.639, 0.060, -1.015], [1.712, -1.993, 0.984], [2.211, 1.165, -1.219], [0.422, 0.597, 1.567], [0.143, 0.534, -0.197], [-0.767, -0.719, 0.999]],
  "mulliken_charge": [0.440, -0.644, 0.034, -0.401, -0.246, 0.253, 0.276, 0.287]
}

---

Q:
{
  "formula": "C2H3NO2",
  "method": "ωB97M-V/def2-TZVPD",
  "homo_ev": -10.406,
  "smiles": "C=NC(=O)O",
  "gap_ev": 10.95,
  "species": ["C", "N", "C", "O", "O", "H", "H", "H"],
  "xyz": [[0.838, 0.944, -0.038], [-0.206, 0.746, 0.613], [-1.354, 0.148, 0.173], [-2.037, 0.875, -0.506], [-1.891, -1.142, 0.509], [1.520, 1.746, 0.114], [1.024, 0.354, -1.007], [-2.797, -1.367, 0.347]],
  "mulliken_charge": [-0.163, -0.299, 0.616, -0.501, -0.479, 0.274, 0.201, 0.350]
}

---

Most stable: Q

---

P:
{
  "formula": "C6H12S",
  "method": "ωB97M-V/def2-TZVPD",
  "homo_ev": -8.198,
  "smiles": "C[C@@H]1CC(C)(C)S1",
  "gap_ev": 8.74,
  "species": ["C", "C", "C", "C", "C", "C", "S", "H", "H", "H", "H", "H", "H", "H", "H", "H", "H", "H", "H"],
  "xyz": [[2.707, -0.288, 0.171], [1.432, -0.193, -0.556], [0.311, 0.674, -0.010], [-0.901, -0.283, 0.031], [-1.624, -0.370, -1.302], [-1.757, -0.247, 1.210], [0.136, -1.889, 0.089], [2.463, -0.646, 1.165], [3.206, 0.668, 0.224], [3.436, -0.983, -0.337], [1.287, -0.296, -1.577], [0.455, 0.971, 0.970], [0.144, 1.648, -0.458], [-2.510, 0.172, -1.134], [-1.925, -1.491, -1.423], [-1.148, -0.252, -2.254], [-1.204, -0.331, 2.131], [-2.632, -0.974, 1.124], [-2.128, 0.874, 1.176]],
  "mulliken_charge": [-1.156, -0.162, -1.173, 1.177, -1.403, -1.415, -0.212, 0.346, 0.323, 0.301, 0.497, 0.396, 0.374, 0.372, 0.314, 0.383, 0.407, 0.324, 0.307]
}

---

Q:
{
  "formula": "C6H12S",
  "method": "ωB97M-V/def2-TZVPD",
  "homo_ev": -8.341,
  "gap_ev": 8.81,
  "species": ["C", "C", "C", "C", "C", "C", "S", "H", "H", "H", "H", "H", "H", "H", "H", "H", "H", "H", "H"],
  "xyz": [[0.570, 0.247, -1.487], [1.562, 0.534, -0.580], [-1.705, -0.473, 0.311], [1.733, 1.539, 0.402], [-1.911, 0.746, 1.134], [-0.871, -2.857, -0.023], [-0.886, -1.558, 1.246], [-0.268, 0.901, -1.620], [0.652, -0.688, -1.962], [2.253, -0.220, -0.685], [2.649, 2.176, 0.401], [1.639, 1.238, 1.431], [0.847, 2.321, 0.344], [-1.282, 0.945, 1.908], [-2.966, 0.693, 1.428], [-1.754, 1.547, 0.429], [-1.016, -3.867, 0.405], [0.035, -2.956, -0.608], [-1.679, -2.554, -0.583]],
  "mulliken_charge": [-0.984, 0.190, -0.262, -0.938, -0.896, -0.800, 0.046, 0.360, 0.302, 0.328, 0.323, 0.228, 0.188, 0.343, 0.411, 0.205, 0.357, 0.242, 0.358]
}

---

R:
{
  "formula": "C6H12S",
  "method": "ωB97M-V/def2-TZVPD",
  "homo_ev": -8.357,
  "gap_ev": 9.30,
  "species": ["C", "C", "C", "C", "C", "C", "S", "H", "H", "H", "H", "H", "H", "H", "H", "H", "H", "H", "H"],
  "xyz": [[0.592, -1.719, 1.076], [0.826, -0.180, 0.880], [-0.194, -0.605, -0.256], [1.963, 0.635, 0.296], [-0.106, -0.374, -1.749], [-2.307, 1.102, 0.245], [-1.986, -0.661, 0.266], [1.340, -2.334, 0.626], [-0.145, -1.946, 1.706], [0.239, 0.181, 1.767], [2.748, 0.600, 1.079], [1.690, 1.601, 0.225], [2.392, 0.181, -0.586], [0.147, -1.362, -2.265], [0.775, 0.242, -1.890], [-0.985, -0.006, -2.213], [-3.085, 1.388, 0.857], [-2.338, 1.537, -0.855], [-1.566, 1.720, 0.791]],
  "mulliken_charge": [-0.964, 0.479, 0.187, -1.563, -1.193, -0.915, -0.133, 0.295, 0.453, 0.340, 0.394, 0.348, 0.437, 0.259, 0.253, 0.411, 0.459, 0.201, 0.253]
}

---

Most stable: P